Here is 4 unconnected molecules or ions with the total composition C3H17N2O3 from OMol25. Energies are from ωB97M-V with the def2-TZVPD basis set.

Last columns: bonded neighbours and bond lengths (Å).
Geometry (Å):
1 C 0.954 -0.780 -1.438  C2 1.550, N5 1.498, H6 1.087, H7 1.092
2 C 1.173 -2.106 -0.664  C1 1.550, C3 1.610, H8 1.088, H9 1.097
3 C -0.166 -2.809 -0.113  C2 1.610, N4 1.436, H10 1.091, H11 1.091
4 N -0.133 -4.235 -0.280  C3 1.436, H12 1.027, H13 1.026
5 N 0.889 0.373 -0.484  C1 1.498, H14 1.015, H15 1.043, H16 1.029
6 H 0.121 -0.928 -2.120  C1 1.087
7 H 1.847 -0.627 -2.048  C1 1.092
8 H 1.793 -1.983 0.221  C2 1.088
9 H 1.790 -2.732 -1.320  C2 1.097
10 H -0.218 -2.528 0.940  C3 1.091
11 H -1.005 -2.398 -0.676  C3 1.091
12 H -0.948 -4.710 -0.688  N4 1.027
13 H 0.115 -4.684 0.608  N4 1.026
14 H 1.787 0.441 -0.015  N5 1.015
15 H 0.582 1.263 -0.934  N5 1.043
16 H 0.163 0.250 0.235  N5 1.029
17 H 0.170 3.113 -1.954  O19 0.984
18 H -1.149 3.207 -1.043  O19 0.959
19 O -0.277 2.819 -1.128  H17 0.984, H18 0.959
20 H -2.404 5.446 2.589  O22 0.967
21 H -1.861 5.689 1.140  O22 0.955
22 O -2.278 5.052 1.715  H20 0.967, H21 0.955
23 H -0.260 0.243 2.827  O25 0.961
24 H -0.384 1.750 2.529  O25 0.980
25 O -0.301 0.872 2.102  H23 0.961, H24 0.980

Properties
M	129.2	g/mol
energy relative to the best compared isomer or geometry (same formula, charge and spin)	3.4	kcal per mole
total charge	+2
orbital gap (spin up / spin down)	9.34 / 3.69	eV
lowest unoccupied orbital energy (spin up / spin down)	-6.485 / -12.133	eV
largest force on an atom	0.0579	hartree/bohr
2S+1	2
E_HOMO (spin up / spin down)	-15.822 / -15.822	eV